No. 1
DFT (the ωB97M-V functional and the def2-TZVPD basis) results for a molecular structure, C2H3O2Tb.

```
! wB97M-V def2-TZVPD RIJCOSX def2/J DEFGRID3
* xyz 1 8
O 0.31647 1.55196 0.57382
Tb 2.16888 -0.01868 0.39794
O 1.40116 1.91180 -0.19289
C -0.92106 -0.16759 -0.01652
C 0.10228 -1.13505 0.11008
H -1.89174 -0.29307 0.49104
H -1.05362 0.26313 -1.02468
H -0.12237 -2.11250 -0.33881
*
```

For the max |F|, the calculation gives 4.38 eV/Å. Its HOMO-LUMO gap (spin up / spin down) is 0.2540 / 0.2632 Eh. The total energy is -1052.40839 hartree. The calculation puts the LUMO energy (spin up / spin down) at -5.794 / -5.414 eV.

***

No. 2
DFT (the ωB97M-V functional and the def2-TZVPD basis) results for 3 unconnected molecules or ions with the total composition C2H3O3S.

```
! wB97M-V def2-TZVPD RIJCOSX def2/J DEFGRID3
* xyz -1 1
C -0.65922 -1.52240 1.70496
C -0.58031 -2.21163 2.72025
O 0.33337 1.77077 -0.24089
O 0.67875 -0.46825 -1.21759
O 0.73834 2.38123 -3.31656
S -0.12096 0.74688 -1.15744
H -0.95751 -0.98084 0.91326
H 1.36131 3.07466 -2.93693
H -0.79378 -2.79042 3.53093
*
```

For the max |F|, the calculation gives 6.27 eV/Å. Its HOMO-LUMO gap (spin up / spin down) is 0.2417 / 0.2414 Eh. The total energy is -701.81790 hartree. The calculation puts the LUMO energy (spin up / spin down) at 3.291 / 3.291 eV.

***

No. 3
DFT (the ωB97M-V functional and the def2-TZVPD basis) results for 2 unconnected molecules or ions with the total composition C2H3O3S.

```
! wB97M-V def2-TZVPD RIJCOSX def2/J DEFGRID3
* xyz -1 1
C 0.13294 1.12918 -1.21002
C 0.24554 2.32598 -1.20962
O 2.14696 -1.17682 -0.36392
O -0.17346 -0.05941 -1.23675
O 0.46915 -2.69087 -1.40167
S 0.75008 -1.60515 -0.43306
H -1.60750 -0.65043 3.61146
H 0.28121 3.26689 -1.62627
H -2.24493 -0.53936 3.86986
*
```

For the max |F|, the calculation gives 2.17 eV/Å. Its HOMO-LUMO gap is 0.3004 Eh. The total energy is -701.86477 hartree. The calculation puts the LUMO energy at 3.918 eV.

***

No. 4
DFT (the ωB97M-V functional and the def2-TZVPD basis) results for 2 unconnected molecules or ions with the total composition C2H3O3S2.

```
! wB97M-V def2-TZVPD RIJCOSX def2/J DEFGRID3
* xyz -1 1
C -0.20602 -1.65450 -1.20424
C -1.25129 -1.22957 -0.59695
O 1.36644 2.51710 0.96776
O -0.83696 1.31252 1.13074
O 1.16941 0.01614 0.62200
S 1.14811 -2.13658 -1.82181
S 0.57834 1.03332 1.49952
H -1.15817 -0.43636 0.04037
H 1.29633 2.27978 0.09801
H -2.10620 -1.70184 -0.73540
*
```

For the max |F|, the calculation gives 4.52 eV/Å. Its HOMO-LUMO gap is 0.2775 Eh. The total energy is -1100.10122 hartree. The calculation puts the LUMO energy at 3.216 eV.

***

No. 5
DFT (the ωB97M-V functional and the def2-TZVPD basis) results for a single C2H3OPS molecule.

```
! wB97M-V def2-TZVPD RIJCOSX def2/J DEFGRID3
* xyz 0 1
C 0.10314 0.44366 -0.24113
C -0.03684 -0.43096 -1.30849
O -0.41464 -1.15287 2.04511
P 0.13875 0.06643 1.43007
S -0.52726 -1.93547 -1.61178
H 0.23568 1.51417 -0.31166
H 0.04502 0.25281 -2.30592
H 0.45615 1.24224 2.30380
*
```

For the max |F|, the calculation gives 4.98 eV/Å. Its HOMO-LUMO gap is 0.2539 Eh. The total energy is -892.70433 hartree. The calculation puts the LUMO energy at -1.564 eV.

***

No. 6
DFT (the ωB97M-V functional and the def2-TZVPD basis) results for a gas-phase ion, C2H3OS (charge -1).

```
! wB97M-V def2-TZVPD RIJCOSX def2/J DEFGRID3
* xyz -1 1
C -0.82955 -1.77107 0.02469
C -0.08672 -0.21343 -0.03845
O -1.61683 -1.96296 0.90368
S -0.38476 -2.73730 -1.14271
H 0.53623 -0.26636 -0.94217
H 0.44659 -0.16030 1.00812
H -0.90419 0.49830 -0.10915
*
```

For the max |F|, the calculation gives 5.24 eV/Å. Its HOMO-LUMO gap is 0.2591 Eh. The total energy is -551.46122 hartree. The structure (SMILES) is CC([O-])=S. The calculation puts the LUMO energy at 4.070 eV.

***

No. 7
DFT (the ωB97M-V functional and the def2-TZVPD basis) results for a molecular structure, C2H3OS3.

```
! wB97M-V def2-TZVPD RIJCOSX def2/J DEFGRID3
* xyz -1 1
C 0.11112 -0.91267 -0.17053
C -0.10572 0.65195 0.03071
O 0.08888 -1.38755 -1.26406
S 0.25866 -1.73022 1.33710
S -0.50014 1.35068 1.64094
S -0.82268 1.32493 -1.46280
H 1.62348 0.72472 -0.12405
H -0.03213 -0.10435 2.08067
H -0.62148 0.08252 -2.06799
*
```

For the max |F|, the calculation gives 3.62 eV/Å. Its HOMO-LUMO gap is 0.2754 Eh. The total energy is -1347.78188 hartree. The calculation puts the LUMO energy at 3.377 eV.

***

No. 8
DFT (the ωB97M-V functional and the def2-TZVPD basis) results for a single C2H3P molecule.

```
! wB97M-V def2-TZVPD RIJCOSX def2/J DEFGRID3
* xyz 0 1
C -0.45689 0.14044 0.49117
C -1.32793 -0.54081 -0.09403
P 1.30558 0.93850 0.51114
H -2.32127 -0.90502 -0.54136
H 1.30397 0.87419 -0.91733
H 1.49655 -0.50730 0.55041
*
```

For the max |F|, the calculation gives 3.42 eV/Å. Its HOMO-LUMO gap is 0.3859 Eh. The total energy is -419.22887 hartree. The structure (SMILES) is C#CP. The calculation puts the LUMO energy at 0.794 eV.

***

No. 9
DFT (the ωB97M-V functional and the def2-TZVPD basis) results for a single C2H4 molecule.

```
! wB97M-V def2-TZVPD RIJCOSX def2/J DEFGRID3
* xyz 0 1
C -0.67874 -0.02623 0.02666
C 0.66292 0.00167 -0.04620
H -1.24652 0.92780 -0.05706
H -1.25683 -0.85003 0.00035
H 1.22979 0.86849 0.11807
H 1.36848 -0.79895 0.05588
*
```

For the max |F|, the calculation gives 4.43 eV/Å. Its HOMO-LUMO gap is 0.4249 Eh. The total energy is -78.55230 hartree. The structure (SMILES) is C=C. The calculation puts the LUMO energy at 1.415 eV.

***

No. 10
DFT (the ωB97M-V functional and the def2-TZVPD basis) results for 17 unconnected molecules or ions with the total composition C2H40NO16S2.

```
! wB97M-V def2-TZVPD RIJCOSX def2/J DEFGRID3
* xyz 1 1
N -0.72821 -1.76296 1.11330
C 0.52730 -2.54493 1.50682
C 1.71123 -1.66462 1.20420
S 3.14862 -2.79043 1.55446
S 4.29401 -2.06760 3.02843
H -1.46505 -2.45891 0.99409
H -0.59750 -1.45955 0.13742
H -0.94901 -1.05994 1.83027
H 0.58356 -3.52336 1.04638
H 0.36069 -2.60679 2.58143
H 1.80592 -1.32074 0.17862
H 1.69520 -0.70096 1.72331
H 5.03936 -1.19555 2.31567
H -1.50494 5.61866 0.42957
H -2.50508 4.45935 0.44557
O -1.81380 4.87100 -0.07058
H -2.99220 -0.77973 -1.10409
H -2.79450 -2.04658 -1.95217
O -2.49482 -1.62078 -1.14047
H 1.16443 3.21848 0.93126
H -0.03486 3.57601 1.93856
O 0.46557 2.88336 1.52243
H 2.30622 1.75071 0.00250
H 1.90531 2.09913 -1.54939
O 1.87129 2.33298 -0.62019
H 0.56188 1.07953 -3.62591
H -1.00243 0.71128 -3.48877
O -0.10097 0.40654 -3.35574
H -1.85742 3.51223 -1.99370
H -0.55846 3.10572 -1.32460
O -1.09350 2.93811 -2.10639
H 2.54415 0.54805 -2.72912
H 2.79691 1.46390 -4.02211
O 2.41529 1.41028 -3.14087
H 5.23771 0.52028 -1.38067
H 4.67164 -0.86688 -1.07325
O 4.41812 0.03641 -1.28007
H 0.36474 -1.54819 4.87650
H -0.56044 -0.53128 4.16414
O -0.47630 -1.45873 4.40980
H -0.05873 -2.09257 -5.49195
H -0.23882 -1.12167 -4.24088
O -0.66252 -1.80109 -4.80549
H 0.25862 0.73888 3.11443
H -0.43081 1.16230 1.80510
O -0.43844 0.47631 2.49587
H 0.35386 2.32914 4.54004
H -0.70791 1.50504 5.33629
O 0.15234 1.47617 4.92671
H -3.65132 -2.52025 1.15633
H -4.32663 -3.71898 0.58518
O -4.52561 -2.90762 1.07352
H -0.81651 0.76184 -1.07566
H 0.34369 -0.19187 -1.42796
O -0.12729 0.20313 -0.69910
H -4.82327 0.45496 -0.39726
H -4.90064 0.75373 -1.87445
O -4.27822 0.49577 -1.18834
H 0.32751 -2.27871 -2.18381
H 1.28573 -3.50275 -2.04658
O 0.90536 -2.75522 -1.57857
*
```

For the max |F|, the calculation gives 3.35 eV/Å. Its HOMO-LUMO gap is 0.3327 Eh. The total energy is -2154.95325 hartree. The calculation puts the LUMO energy at -2.442 eV.

***

No. 11
DFT (the ωB97M-V functional and the def2-TZVPD basis) results for 20 unconnected molecules or ions with the total composition C2H42O19.

```
! wB97M-V def2-TZVPD RIJCOSX def2/J DEFGRID3
* xyz 0 1
C -0.48335 -0.70785 0.01407
C 0.53841 -1.46327 -0.26216
H -0.33735 0.38197 0.09718
H -1.49779 -0.90580 0.30403
H 1.55369 -1.02350 -0.31555
H 0.52367 -2.57828 -0.29755
H 0.61635 1.59393 2.54916
H 1.08671 0.20499 2.36249
O 0.47399 0.70969 2.89629
H -2.19307 0.03065 -2.28068
H -1.28823 -0.17261 -3.57334
O -1.53367 0.45318 -2.83354
H -2.38146 2.52416 1.93319
H -2.76554 3.28695 0.51519
O -2.10603 2.78948 0.99049
H -0.73492 3.16591 -1.77298
H -0.54972 1.93175 -2.77499
O -0.35046 2.87354 -2.60209
H -3.70350 1.30801 2.66681
H -2.27822 0.71693 2.86219
O -2.89697 1.48095 3.14775
H -2.12852 -3.55696 0.55690
H -1.40540 -4.66752 -0.06225
O -2.12102 -4.04025 -0.26783
H 1.05844 -3.25592 1.45260
H 2.39705 -2.70529 0.79553
O 2.01552 -2.95018 1.64139
H -2.29653 -2.27931 -1.47117
H -3.73511 -2.49801 -2.08052
O -3.06313 -1.88272 -1.90889
H 1.97563 1.63559 -0.55283
H 1.12330 2.83146 -0.77401
O 1.27433 2.22354 -0.04937
H -1.39774 -1.18566 3.93874
H -0.76387 -0.49938 2.72033
O -1.41639 -1.12917 2.99366
H -2.84011 0.98083 0.89487
H -3.69244 -0.18991 0.37871
O -3.79056 0.67349 0.77873
H 1.98610 2.04951 -4.56726
H 1.61201 3.28907 -3.47645
O 2.05882 2.45568 -3.72381
H 2.58126 1.67077 -2.27806
H 3.90982 1.58229 -1.33754
O 3.03436 1.11213 -1.62150
H 1.21049 3.69118 1.51692
H -0.32537 3.98465 1.43082
O 0.52820 4.39704 1.54349
H 2.29962 -1.51121 2.61711
H 2.57741 -0.41017 3.67941
O 2.72800 -0.63607 2.75377
H 4.17070 0.45287 1.39952
H 2.90833 1.16287 1.23357
O 3.80149 1.11459 0.84219
H -1.40765 -2.23602 -3.61508
H -0.00135 -1.92872 -4.18279
O -0.94222 -1.67336 -4.31256
H 2.93238 -1.26266 -3.16950
H 3.06265 -0.53979 -1.91157
O 3.12693 -1.44411 -2.24972
H -0.85050 -3.50880 2.96871
H -1.00324 -2.47029 1.86908
O -0.88422 -3.44690 1.98066
*
```

For the max |F|, the calculation gives 2.89 eV/Å. Its HOMO-LUMO gap is 0.3816 Eh. The total energy is -1530.90084 hartree. The calculation puts the LUMO energy at -0.089 eV.

***

No. 12
DFT (the ωB97M-V functional and the def2-TZVPD basis) results for 21 unconnected molecules or ions with the total composition C2H45BNO21PS.

```
! wB97M-V def2-TZVPD RIJCOSX def2/J DEFGRID3
* xyz 0 1
C 3.24119 -0.82000 0.61739
P 3.55149 1.00934 1.04204
O 3.95048 1.78156 -0.43889
B 1.88274 1.84082 1.56725
N 0.61836 1.07834 1.84741
C -0.04931 0.83536 0.79099
S -0.59027 0.30721 -0.70109
H 2.12626 -0.91710 0.38680
H 3.51616 -1.53121 1.47635
H 3.85973 -1.05847 -0.32888
H 4.15541 2.73660 -0.30743
H 1.94421 3.02558 1.69208
O -2.01597 2.86108 3.13954
H -1.38477 2.68891 2.42944
H -1.89812 2.11350 3.74517
O -0.40971 -2.01256 -3.17107
H -0.41025 -1.37519 -2.44368
H -1.19394 -1.77900 -3.68779
O -0.14871 4.42773 0.87364
H -0.16157 5.06194 1.60383
H -0.93133 4.65284 0.35482
O 1.30020 -1.07362 -5.53183
H 0.79105 -1.45823 -4.80442
H 2.17917 -1.45343 -5.42778
O 0.01214 -2.80391 -7.84463
H -0.87872 -2.54200 -7.57867
H 0.58477 -2.39948 -7.17485
O -1.09904 1.72936 5.71936
H -0.79395 2.64476 5.74101
H -0.28281 1.21032 5.74671
O -1.24914 0.68560 -6.94438
H -0.44189 0.39268 -6.49977
H -1.18534 0.29542 -7.82458
O -2.27722 -4.62685 -2.77527
H -1.95992 -3.71391 -2.75992
H -1.46911 -5.15462 -2.75132
O 1.70917 1.43173 5.13896
H 2.51581 1.14725 5.58728
H 1.78401 1.04649 4.25632
O 2.33250 -3.37258 -6.40542
H 3.13840 -3.66721 -5.96232
H 2.39494 -3.76174 -7.28763
O -4.25429 0.72688 4.98394
H -3.55078 0.79061 5.64690
H -4.17950 1.54942 4.48439
O -3.23171 0.24699 7.79355
H -4.11094 -0.12869 7.65545
H -3.35177 0.85663 8.53158
O -3.28389 -5.77702 -0.08135
H -2.75088 -5.54977 0.68990
H -2.78597 -5.41212 -0.82624
O 1.54941 6.99421 1.66348
H 2.35565 6.70931 2.11092
H 1.62296 6.60848 0.78082
O 1.52411 3.14918 -2.28093
H 1.01664 2.76360 -1.55557
H 2.40556 2.76725 -2.17733
O -2.29438 -2.19003 1.01881
H -1.91698 -1.46596 0.50480
H -2.63338 -1.75746 1.81518
O 0.72918 -2.02509 3.19170
H -0.10536 -2.30312 2.78672
H 0.67058 -1.06163 3.20750
O -3.19857 -3.96146 -7.53864
H -2.57735 -4.14743 -8.25414
H -3.08805 -4.70580 -6.93419
O -2.22999 -1.86059 4.11584
H -3.01361 -2.11691 4.61773
H -1.51411 -1.90258 4.76243
O 4.88732 4.27863 1.34122
H 5.58917 4.34071 2.00085
H 4.96381 5.10046 0.83991
*
```

For the max |F|, the calculation gives 5.33 eV/Å. Its HOMO-LUMO gap is 0.2793 Eh. The total energy is -2502.33566 hartree. The calculation puts the LUMO energy at -1.255 eV.